No. 1
Entry from OMol25: a structure of composition C25H34MnN5O3S2 in a non-equilibrium geometry (ωB97M-V/def2-TZVPD).

XYZ file:
```
70
Properties=species:S:1:pos:R:3:forces:R:3:mulliken_charge:R:1
H -0.404087 0.797073 -5.273375 -0.0555 0.0228 0.0422 0.41
H 1.873250 -0.048357 5.229436 0.0075 0.0073 0.1247 0.21
H 5.790552 -0.066062 -1.309857 -0.0346 0.0344 -0.0546 0.37
H -0.132036 1.305773 -3.618018 -0.0462 -0.0380 0.0211 -0.11
C -2.701627 2.831603 1.435910 0.2907 -0.2489 -0.4190 0.76
C -3.009191 -2.624979 1.408561 -0.2368 0.3599 -0.4894 0.85
C 1.691685 0.983368 -4.777323 -0.0465 -0.1238 0.1162 -0.58
H -2.847337 3.674467 4.085666 -0.0712 0.0325 -0.0146 0.44
O -1.980390 1.014481 2.765468 -0.3448 0.3402 0.4704 -0.22
C 2.516089 1.180976 -2.343138 0.1876 -0.0461 -0.1555 -0.60
H -2.877113 2.034402 4.772916 -0.0128 -0.0272 -0.0325 0.36
C -4.723222 -3.940687 0.322871 -0.0870 -0.0933 -0.0874 -0.75
H 1.941293 0.479524 -5.712453 0.0143 0.0665 -0.0324 0.37
C 4.156668 -0.089962 0.059346 0.1408 0.0531 -0.2492 -1.40
H -5.319545 -4.840474 0.265322 -0.0075 0.0148 0.0241 0.41
H -4.342998 4.060819 2.094379 0.0391 0.0532 0.0097 0.37
C -2.590381 2.103037 2.669366 -0.0994 0.0468 -0.0071 1.07
H 2.109138 2.189053 -2.444694 0.0216 0.0244 0.0766 0.45
H 4.326488 -0.784297 -1.979583 0.0486 0.0420 0.0011 -0.06
C -3.171546 -1.605989 0.436532 -0.2283 -0.7518 0.2532 0.45
N 1.566563 0.401074 -1.546912 0.0463 0.0951 -0.1252 0.29
C 4.952058 -0.729472 -1.084721 0.0392 -0.1422 0.1915 0.08
C 2.730858 0.565774 -3.733800 -0.1305 0.1467 -0.0230 -0.68
H -5.603264 -3.057253 -1.429560 0.0094 -0.0017 -0.0107 0.41
H -4.224427 -0.999902 -1.318162 -0.0359 -0.0114 -0.0003 0.47
C -1.911609 3.314524 -0.808146 0.1662 -0.1973 0.0072 -0.84
H 6.104617 -2.430624 -1.638547 0.0599 0.0068 0.0413 0.38
H 3.648972 -3.147592 -1.278663 -0.0210 -0.0287 0.0133 0.22
H -3.680092 -4.550375 2.081921 -0.0116 0.0088 0.0067 0.41
H 4.109310 0.992479 -0.057910 0.0020 -0.0359 0.1467 0.43
C -3.807536 -3.778672 1.331801 0.1147 -0.0103 0.0854 -0.83
O -2.486606 -0.488738 0.489473 -0.2652 0.4158 -0.1766 -0.21
C -2.094776 -2.473821 2.493168 0.3003 0.1608 0.0561 -0.36
C -3.649842 3.862888 1.287820 0.0114 -0.0124 0.0405 -0.68
S 0.293537 -1.365259 -0.102218 -0.3490 0.2779 0.4125 -0.41
C -4.876188 -2.935373 -0.637351 0.0319 -0.0526 0.0942 -0.53
C 0.453532 -0.743209 3.946867 -0.1498 -0.0183 -0.5096 0.74
H 0.919000 -1.378387 5.824395 0.0282 0.0117 -0.0094 0.23
C -3.739159 4.583188 0.127105 -0.0700 0.1011 0.0034 -0.85
H 4.659529 -0.284737 1.006192 -0.0533 0.0236 0.0373 0.56
H 3.716894 0.870929 -4.090295 0.0221 -0.0403 0.0283 0.39
C 0.244057 0.651943 -4.410402 0.1672 0.0176 -0.0858 -0.71
C -4.118389 -1.788523 -0.584944 0.2373 0.2255 0.0745 -0.77
Mn -1.010228 0.032547 1.431124 0.8695 -0.4315 -0.4769 0.32
H 1.781099 2.057437 -4.958372 0.0210 -0.0027 -0.0518 0.33
H 0.143377 -0.390350 -4.097113 -0.0400 0.0109 0.0211 0.30
H 6.178746 -2.067810 0.077626 0.0539 0.0006 -0.0331 0.36
H 2.740848 -0.523946 -3.641902 0.0491 -0.0049 0.0160 0.35
H 2.646310 -1.255707 0.960224 -0.0741 -0.0419 0.0559 0.40
C -1.823707 2.523103 0.353749 -0.6669 0.4085 0.2628 0.48
C -3.184446 2.650285 3.931970 0.0765 -0.1507 0.0474 -1.81
O -0.925557 1.577486 0.408104 0.7706 -0.3031 -0.0953 -0.37
H -4.487014 5.355644 0.017144 0.0054 -0.0059 0.0125 0.40
N 1.185690 -0.760540 5.077066 0.0505 -0.0138 -0.0069 -0.40
C 1.712579 -0.409318 -0.514449 -0.2667 -0.0071 0.0043 0.46
H 3.978018 -3.079626 0.459013 -0.0464 -0.0392 -0.0026 0.21
C 5.503776 -2.124657 -0.780168 -0.1827 0.0059 -0.0585 -0.69
N -0.494944 -1.602413 3.796066 0.0983 -0.2594 0.7424 -1.31
H -2.128737 -3.205611 3.294218 0.0702 -0.0181 0.0245 0.41
C -2.847412 4.312275 -0.918328 0.0040 -0.0188 0.0895 -0.49
C 4.437463 -3.191363 -0.524047 0.1255 0.1061 -0.0386 -0.97
H 3.458884 1.259637 -1.814311 -0.1399 0.0510 -0.0719 0.10
H 0.637060 0.360480 -1.937205 -0.0878 -0.0127 0.0894 -0.01
N 2.799940 -0.618133 0.197095 0.1846 -0.0248 0.0527 0.09
H 4.881656 -4.185089 -0.563943 -0.0317 -0.0128 0.0457 0.39
H -4.273337 2.646898 3.871611 -0.0114 0.0365 -0.0171 0.40
H -1.226145 3.094258 -1.616260 -0.0073 0.0140 -0.0042 0.39
H -2.899665 4.896909 -1.827661 0.0010 -0.0205 -0.0177 0.43
N -1.212339 -1.535069 2.630863 -0.2127 -0.0671 -0.2166 1.10
S 0.915332 0.438012 2.733442 -0.2422 0.0923 -0.2689 -0.43
```
Forces are in eV/Å.

Its spin multiplicity is 4. Its expectation value of S² is 3.959. For the molecular weight, the calculation gives 571.65 u. The value obtained for the lowest unoccupied orbital energy (spin up / spin down) is -4.61 / -3.43 eV. Its charge is +1. The total energy is -93057.0313 eV.

=====

No. 2
Entry from OMol25: the molecule C25H34N6O2 (ωB97M-V/def2-TZVPD).

XYZ file:
```
67
Properties=species:S:1:pos:R:3:forces:R:3:mulliken_charge:R:1
C 0.206822 -0.380452 1.355390 -0.2695 0.0237 0.0969 -1.03
H 0.598902 -4.176024 3.655996 -0.0935 0.0123 0.0802 0.24
H -6.029362 3.854815 -1.075987 0.1311 -0.0252 -0.0794 0.44
H -0.002518 -3.854503 2.029518 -0.0954 -0.0058 0.0248 0.16
C 5.135398 -5.686530 1.194241 0.3206 -0.5676 0.2520 -0.88
N 0.657465 0.628113 -2.002553 0.6531 -0.3547 -0.3933 -1.03
C -2.794329 6.319324 -1.254880 -0.1068 -0.1821 0.0414 -0.36
H 5.817854 -5.164495 0.518519 -0.0932 -0.0251 0.0015 0.35
O -4.027408 4.353987 -0.964681 0.1176 0.1993 0.0908 -0.33
H 4.755007 -6.584659 0.700347 0.0368 0.1685 -0.0567 0.29
C 2.708261 -3.098788 1.806713 0.3092 -0.0324 0.0114 0.78
C -3.492574 8.052734 -2.757769 -0.0623 0.1159 -0.1056 -0.52
H -1.732074 0.460190 0.922203 -0.0468 -0.0198 -0.0002 0.41
H -3.330177 9.018313 -3.211175 0.0099 0.0821 -0.0405 0.38
N -0.548009 0.568579 -1.444961 -0.3984 0.6294 -0.0428 0.93
H 1.729225 -2.698704 -0.456555 -0.0115 0.0584 -0.0378 0.45
C 0.825553 1.866460 -2.422376 -0.2198 0.0149 0.1771 -0.64
C 3.964210 -3.481878 1.389678 -0.3200 0.0806 0.0844 -0.87
C -1.167535 1.770040 -1.513701 0.3121 0.2321 -0.3694 0.32
C -4.823829 6.061630 -2.520302 -0.1112 -0.3371 0.1261 -0.35
C 6.519786 -4.889643 3.163499 -0.1006 -0.2173 -0.0151 -1.06
C 2.133095 -1.725680 1.897466 0.0144 -0.0470 0.0215 -1.45
H 0.765219 0.492668 0.967115 0.0021 -0.0162 0.0686 0.34
H -0.664737 -2.736982 -0.821338 -0.0541 -0.0043 -0.0063 0.44
H -4.660421 2.296383 0.403217 -0.0623 -0.0038 0.0259 0.29
H -2.541334 3.033596 -0.701596 -0.0149 -0.2286 0.0090 0.23
C -1.168164 -0.446923 0.698641 0.2091 0.1838 -0.0510 -0.67
C -0.296747 2.646386 -2.136560 -0.2692 -0.1267 0.1494 -0.56
O -3.667655 0.343033 -1.823075 -0.0660 -0.0776 -0.1676 -0.67
C -0.125561 -1.830555 -1.099226 0.2486 0.2686 -0.0128 -1.49
H 2.892843 -0.987185 1.579625 -0.0686 0.0117 0.0775 0.31
H -5.702232 5.499636 -2.795945 -0.0645 -0.0726 -0.0104 0.37
H -5.315864 7.683431 -3.812179 -0.0546 0.0263 -0.0556 0.36
H 7.019862 -5.201321 4.076998 0.0711 0.0465 0.0959 0.34
C -1.041680 -0.641479 -0.816905 -0.4435 -0.7836 0.2923 -0.36
H -2.033001 -0.841695 -1.240800 0.3293 0.0776 0.0959 0.39
H 5.137423 -6.540119 3.158301 0.0057 -0.0977 -0.0440 0.31
C 2.057629 -4.313665 2.118314 0.2900 0.2561 -0.1110 0.76
H 1.870060 -1.513659 2.940309 0.0432 0.1001 -0.0769 0.44
H -2.099596 5.919991 -0.531693 0.0797 -0.0465 0.0913 0.44
H 1.734686 2.152711 -2.912658 0.1988 0.0195 -0.0916 0.45
H 0.371922 -5.524991 2.532442 -0.0627 -0.0767 0.0388 0.39
H 0.087227 -0.251949 2.435172 0.0414 0.0406 -0.0476 0.52
C 1.178545 -1.766731 -0.309620 0.0460 -0.2308 -0.2066 -0.61
H 4.798593 -2.901225 1.049287 0.1939 0.1094 -0.0941 0.45
H -0.463814 3.681690 -2.354186 -0.1085 0.2079 -0.0655 0.57
N 2.866619 -5.336445 1.904388 -0.2995 -0.6806 0.1511 -1.20
C 5.863376 -6.084145 2.483457 -0.0112 0.2376 -0.1507 -0.34
N 4.016210 -4.827893 1.462157 -0.1366 0.5860 -0.1616 0.91
C -2.588498 7.555083 -1.832327 0.0080 -0.0475 0.0176 -0.55
C -4.604075 7.303657 -3.094402 0.0809 0.1155 -0.0114 -0.60
H 1.792662 -0.934338 -0.689892 0.0021 -0.1734 0.1095 0.33
H 0.105126 -1.869477 -2.163215 -0.0531 -0.0780 -0.0216 0.49
H 6.619360 -6.831871 2.237827 -0.0268 -0.0799 -0.0051 0.34
C -4.806514 2.119115 -0.663720 0.0689 0.1857 -0.2518 -1.07
C -3.590049 1.400045 -1.236405 -0.4851 0.0339 0.1898 0.54
C -5.046858 3.457564 -1.364344 -0.3812 -0.2375 -0.0329 -0.58
H -1.716915 8.131557 -1.560976 0.0742 0.0403 0.0297 0.37
N -2.431574 2.069510 -0.998613 0.3562 0.3173 0.2119 0.05
H -5.675616 1.477737 -0.806053 0.0926 0.0084 -0.0008 0.39
H 5.774494 -4.140477 3.421134 -0.0198 0.1043 0.0559 0.27
C -3.915205 5.563393 -1.596516 0.1514 0.1997 -0.0256 0.65
H 7.258088 -4.432253 2.507491 0.1030 0.0995 -0.0420 0.29
C 0.666990 -4.482792 2.612110 0.0399 -0.1130 -0.0044 -1.06
H -5.026640 3.317208 -2.453198 -0.0167 0.0651 0.0952 0.52
H -1.711895 -1.299274 1.106965 -0.0505 -0.0204 0.0263 0.50
N 0.913948 -1.619775 1.111863 0.0374 0.0506 0.0500 0.49
```
Forces are in eV/Å.

Its energy above the lowest of the compared OMol25 structures with the same formula, charge and spin is 1.0842 eV. For the molecular weight, the calculation gives 450.59 u. The value obtained for the lowest unoccupied orbital energy is 0.63 eV. The SMILES is CCCn1cc(CN2CCC(n3nccc3NC(=O)CCOc3ccccc3)CC2)c(C)n1. The total energy is -39512.4900 eV.

=====

No. 3
Entry from OMol25: a cluster of 2 separate species, C25H34N6O2 in total in a non-equilibrium geometry (ωB97M-V/def2-TZVPD).

XYZ file:
```
67
Properties=species:S:1:pos:R:3:forces:R:3:mulliken_charge:R:1
H 0.633861 -2.344118 1.468929 0.0215 0.0838 -0.0147 0.30
H 3.407134 -0.600693 3.073668 -0.3117 0.1189 0.0155 0.33
H 2.111989 2.798410 -0.275251 0.5257 -0.0630 -0.0322 0.50
N -0.920694 1.423826 3.655296 0.7427 0.3017 -0.1886 0.08
C -2.728932 -1.169740 -2.829738 0.1832 0.4650 -0.0945 -0.50
H -0.397089 3.520199 -5.950026 -0.0069 -0.0041 0.1454 0.34
H -4.173864 0.121183 -1.946491 0.0813 0.1188 0.0709 0.28
C -2.383094 -0.167571 2.503238 0.3909 -0.2282 -0.1036 -0.44
H 4.361446 1.610538 -0.679402 -0.1891 -0.1316 -0.0465 0.19
H -1.712596 3.041399 4.788257 0.1612 -0.2562 -0.1877 0.35
H 1.494312 1.829922 2.303076 0.0167 0.1925 -0.0548 0.09
H 0.372554 -1.863308 -1.473522 -0.1341 -0.1259 -0.0072 0.39
H -0.654028 0.230682 -2.579406 0.0577 -0.0120 -0.2114 0.54
C 2.254956 1.770168 -0.582138 -0.1532 -0.3621 -0.1798 -0.69
H -2.174889 -3.096820 -0.390953 0.0629 -0.0966 -0.0189 0.08
H 2.370508 -2.030614 3.014086 -0.0442 0.0826 -0.0655 0.36
H -2.338323 -0.914118 -3.818093 0.0094 -0.1211 0.0304 0.26
C 1.526161 1.240233 3.224663 -0.6648 -0.7740 -0.2507 -0.47
H 0.808863 3.759448 -4.664002 0.0756 0.1994 0.0025 0.32
H 1.953089 -3.678833 -2.057975 -0.0580 0.0280 0.0145 0.43
C -0.249645 3.622166 -4.876149 0.0168 -0.1097 0.0910 -1.26
H 0.555434 1.236926 5.150435 0.1904 0.0106 0.1088 0.29
H 4.399832 -3.256385 -2.090075 0.0518 0.0476 -0.0002 0.40
H -2.695651 1.568055 4.811437 -0.0963 0.0676 -0.0011 0.36
H -0.150847 -4.395531 1.317546 -0.2612 -0.2090 -0.3448 0.19
C 1.898011 -0.365404 -1.181996 0.2464 -0.7642 -0.3384 1.20
N 1.327733 -0.186210 2.898141 0.1023 0.3541 0.7614 0.09
O -1.292981 1.486241 -4.843796 -0.0716 -0.1511 0.3957 -0.63
H -3.560353 -1.865599 -2.950397 0.0617 0.1457 0.1084 0.36
H 5.277086 -0.995553 -1.497904 0.1577 0.0056 -0.0067 0.42
C 1.432476 -1.659264 -1.503052 0.5636 -0.1495 -0.0761 0.38
H -0.069076 3.048282 -2.421347 -0.0470 0.0181 0.0928 0.36
C -2.469211 1.119550 -1.828663 -0.1979 1.1773 0.6196 -0.07
C -1.098949 0.231313 2.909397 -0.2396 0.7052 0.4228 0.60
C 0.015497 -0.575796 2.537396 0.5894 -0.0699 -0.2063 -0.01
H -3.253929 0.427755 2.747130 0.1558 0.0719 0.0815 0.37
H -3.589665 -1.603146 1.466901 0.0546 -0.0132 0.0268 0.37
C 2.331505 -2.692112 -1.829183 -0.3086 1.0162 0.3276 -1.14
H -2.573809 -3.960634 1.097675 -0.2796 0.2550 -0.0137 0.48
C -0.946913 1.143082 -2.064720 0.1495 -0.1410 -0.4329 0.27
H 0.544895 2.804627 4.326137 -0.1732 -0.0576 -0.0702 0.50
C -2.060740 2.199551 4.181316 0.5894 -0.7303 -0.4667 -1.20
C -1.789798 -3.386945 0.591176 0.3887 -0.4866 0.2943 -0.76
C 0.429036 1.726579 4.179780 -0.6495 -0.5857 -0.3132 -0.84
C -0.211312 1.172949 -0.721425 0.0642 -0.2073 0.1035 -0.22
H -2.658604 2.603449 3.357687 -0.0286 -0.0548 0.0946 0.34
H 2.677907 -1.089607 1.532837 0.1406 -0.1389 -0.0808 0.29
C 1.254037 0.892877 -0.818601 0.0034 -0.7551 -0.3007 0.77
H -1.943631 -1.653133 -2.246411 -0.0447 -0.1309 -0.0482 -0.07
C 4.214812 -1.183964 -1.506411 -0.3439 -0.3808 -0.0623 -1.06
H -0.850772 -5.121587 -0.024722 0.1370 0.2683 0.3577 0.23
H -0.369350 2.138883 -0.238903 -0.1547 0.0262 0.0556 0.59
H -0.818314 4.473034 -4.506139 0.0727 0.1596 -0.0059 0.31
C -0.738833 2.365257 -4.195453 -0.3391 -0.2442 -1.5767 0.65
C 3.717864 -2.455621 -1.839311 -0.3010 1.1352 0.3621 -0.51
C 2.509464 -1.022233 2.611746 -0.9540 0.4222 -0.1703 -1.11
O -3.026623 2.065208 -1.282149 0.4516 0.1893 -0.1385 -0.75
H -0.650829 0.412406 -0.078076 -0.2605 -0.0369 0.1711 -1.36
C -0.210222 -1.744221 1.783504 -0.4887 0.2132 0.0938 0.10
C 3.309897 -0.163913 -1.180212 -1.2674 0.0740 0.1267 -0.84
H 2.501343 1.399345 3.694590 -0.1147 -0.2228 -0.0539 0.50
N 3.471408 1.150064 -0.795212 1.1898 0.6779 0.1660 0.02
N -0.517763 2.278650 -2.886569 -0.1223 -0.4148 1.4209 0.00
N -3.191021 0.041852 -2.153535 -0.0100 -1.2284 -0.4701 0.00
N -0.606226 -4.237552 0.418721 0.1361 0.2592 -0.2231 -0.49
C -1.503344 -2.141013 1.398129 0.0155 0.5252 0.2750 0.53
C -2.581193 -1.332868 1.764514 0.4582 0.0419 0.0199 -1.40
```
Forces are in eV/Å.

Its energy above the lowest of the compared OMol25 structures with the same formula, charge and spin is 0.0000 eV. For the molecular weight, the calculation gives 450.59 u. The value obtained for the lowest unoccupied orbital energy is 0.57 eV. The SMILES is CNC(=O)[C@H](Cc1c[nH]c2ccccc12)NC(C)=O.CN1CCN(C)c2cc(CN)ccc21. The total energy is -39513.5742 eV.